(1)
Molecular formula: C15H22N2O4P
Method: DFT, the ωB97M-V functional and the def2-TZVPD basis

* total charge: +1
* maximum force: 6.081 eV Å⁻¹
* calculated total energy: -36356.150 eV

```
44
C15H22N2O4P (the ωB97M-V functional and the def2-TZVPD basis)
N 2.94 -0.92 0.14
C 2.82 -0.49 -1.33
C 1.18 -0.52 -1.68
O 0.98 0.50 -2.73
C 0.64 -2.02 -2.08
C -0.89 -2.28 -1.47
C -1.46 -3.72 -0.93
N -2.87 -3.84 -0.34
C -3.84 -2.65 -0.23
C -3.42 -1.14 -0.73
C -4.33 0.22 -0.63
P -5.95 0.18 -1.65
O -5.84 -0.53 -3.05
O -7.31 -0.40 -0.68
O -6.33 1.88 -2.00
C -1.89 -0.98 -1.37
H 2.34 -0.25 0.69
H 2.46 -1.85 0.22
H 3.44 -1.18 -2.06
H 3.18 0.65 -1.36
H 0.66 -0.08 -0.70
H 0.53 0.01 -3.51
H 1.40 -2.84 -1.69
H 0.59 -2.17 -3.26
H -0.73 -4.65 -0.98
H -3.15 -4.80 0.00
H -4.90 -2.83 0.27
H -3.66 1.14 -0.97
H -4.63 0.38 0.49
H -7.97 0.38 -0.61
H -5.65 2.45 -1.51
H -1.54 0.08 -1.75
C 4.71 3.34 4.33
C 3.62 2.47 4.24
C 3.34 1.82 3.03
C 4.16 2.04 1.92
C 5.25 2.90 2.01
C 5.52 3.56 3.22
H 4.92 3.84 5.26
H 2.99 2.29 5.10
H 2.49 1.15 2.96
H 3.95 1.53 0.98
H 5.89 3.07 1.15
H 6.36 4.24 3.29
```

(2)
Molecular formula: C23H24BCl30F10NO6
Method: DFT, the ωB97M-V functional and the def2-TZVPD basis

* SMILES: CC(=O)OCC[C@]1(B(N)O)OC(=O)O[C@@]1([C@H](C)F)C(F)(F)C(F)(F)C(F)(F)C(F)(F)F.ClC(Cl)Cl.ClC(Cl)Cl.ClC(Cl)Cl.ClC(Cl)Cl.ClC(Cl)Cl.ClC(Cl)Cl.ClC(Cl)Cl.ClC(Cl)Cl.ClC(Cl)Cl.ClC(Cl)Cl
* total charge: 0
* energy above the lowest of the compared OMol25 structures with the same formula, charge and spin: 0.0 kcal per mole
* maximum force: 5.518 eV Å⁻¹
* calculated total energy: -441534.291 eV

```
95
C23H24BCl30F10NO6 (the ωB97M-V functional and the def2-TZVPD basis)
C 5.20 -2.58 0.20
C 4.38 -3.72 0.96
O 4.65 -4.91 0.63
O 3.39 -3.57 1.95
C 3.10 -2.20 2.32
C 1.70 -1.95 3.10
C 0.65 -1.03 2.29
B 1.15 0.46 2.68
N 2.59 0.95 2.56
O 0.33 1.52 3.29
O -0.57 -1.16 3.13
C -1.66 -0.60 2.37
O -2.71 -0.08 2.78
O -1.23 -0.87 1.01
C 0.11 -1.46 0.85
C -0.26 -3.02 0.57
C -1.75 -3.47 1.01
F 0.62 -3.98 1.17
C 0.92 -1.09 -0.48
F 1.71 0.11 -0.41
F 1.94 -2.12 -0.59
C 0.13 -1.01 -1.86
F 0.70 -2.05 -2.68
F -1.25 -1.30 -1.82
C 0.29 0.34 -2.71
F 1.64 0.51 -3.20
F -0.14 1.52 -2.00
C -0.63 0.40 -4.06
F -1.84 1.08 -3.80
F 0.10 1.24 -4.97
F -0.81 -0.82 -4.71
H 5.02 -2.74 -0.93
H 6.33 -2.74 0.35
H 4.97 -1.51 0.50
H 3.12 -1.44 1.47
H 3.93 -1.87 3.06
H 1.23 -2.96 3.39
H 1.92 -1.42 4.10
H 2.98 0.73 1.63
H 3.16 0.46 3.28
H -0.21 1.91 2.57
H -0.24 -3.30 -0.56
H -1.87 -3.36 2.14
H -2.59 -2.95 0.43
H -1.80 -4.60 0.78
Cl 1.80 5.31 -4.09
C 1.60 4.26 -2.68
Cl 3.02 3.21 -2.49
Cl 1.34 5.22 -1.22
H 0.73 3.63 -2.84
Cl 2.16 2.65 -6.66
C 3.04 3.64 -7.83
Cl 2.81 3.01 -9.47
Cl 2.51 5.32 -7.74
H 4.10 3.60 -7.59
Cl 3.72 0.46 -4.29
C 4.95 0.32 -5.55
Cl 6.41 1.20 -5.09
Cl 5.32 -1.38 -5.88
H 4.55 0.77 -6.46
Cl -6.12 -2.97 3.09
C -5.61 -1.92 4.41
Cl -6.67 -2.11 5.81
Cl -3.93 -2.25 4.85
H -5.67 -0.89 4.07
Cl 4.30 6.49 -0.90
C 4.33 7.66 0.42
Cl 3.04 7.32 1.59
Cl 5.90 7.67 1.22
H 4.15 8.65 0.00
Cl -9.19 -2.83 4.23
C -10.77 -2.80 5.02
Cl -11.63 -1.30 4.64
Cl -11.73 -4.21 4.54
H -10.62 -2.85 6.10
Cl -0.34 2.56 -12.95
C 0.03 4.14 -12.23
Cl 0.60 5.27 -13.47
Cl -1.39 4.80 -11.40
H 0.83 4.00 -11.50
Cl -15.87 1.44 3.44
C -14.95 0.98 4.87
Cl -15.37 -0.66 5.39
Cl -13.21 1.10 4.56
H -15.20 1.66 5.68
Cl 7.85 1.69 2.92
C 6.28 1.69 3.73
Cl 5.38 3.17 3.34
Cl 5.34 0.26 3.27
H 6.44 1.66 4.80
Cl -0.19 -5.01 5.69
C 1.49 -5.55 5.80
Cl 1.59 -7.31 5.64
Cl 2.49 -4.75 4.58
H 1.88 -5.28 6.79
```

(3)
Molecular formula: C44H40ClFN7O16P2
Method: DFT, the ωB97M-V functional and the def2-TZVPD basis

* total charge: +1
* maximum force: 0.862 eV Å⁻¹
* calculated total energy: -123263.771 eV

```
111
C44H40ClFN7O16P2 (the ωB97M-V functional and the def2-TZVPD basis)
C -3.32 3.62 0.86
C -4.04 2.61 -0.04
F -5.34 2.98 -0.30
C -3.30 2.33 -1.33
C -2.25 1.41 -1.30
C -1.80 0.71 -0.04
O -0.69 0.90 0.36
O -2.65 -0.11 0.59
C -1.51 1.11 -2.43
C -1.83 1.70 -3.62
P -0.94 1.36 -5.17
O -0.18 2.51 -5.68
N -2.83 2.60 -3.62
C -3.56 2.95 -2.56
P -4.81 4.27 -3.11
O -6.21 3.53 -2.83
Cl -4.60 5.62 -1.62
H -2.98 3.11 1.76
H -4.02 4.39 1.15
H -2.45 4.05 0.38
H -4.10 1.67 0.51
H -3.48 -0.22 0.11
H -0.69 0.41 -2.38
H -1.93 0.88 -6.04
H -0.20 0.21 -4.84
H -3.06 3.07 -4.50
H -6.09 2.60 -2.58
C 0.00 -1.40 2.64
C 0.57 -0.15 2.89
C 1.31 0.05 4.04
C 1.46 -1.00 4.93
C 0.89 -2.24 4.70
C 0.16 -2.43 3.54
N 2.23 -0.78 6.16
O 2.69 0.32 6.35
O 2.34 -1.72 6.93
H -0.58 -1.55 1.74
H 0.43 0.65 2.19
H 1.76 1.01 4.25
H 1.02 -3.04 5.42
H -0.29 -3.40 3.35
C -2.05 1.55 8.84
C -1.51 0.42 8.24
C -1.74 0.17 6.90
C -2.51 1.06 6.18
C -3.06 2.19 6.75
C -2.83 2.44 8.10
N -2.73 0.80 4.75
O -2.25 -0.21 4.29
O -3.37 1.62 4.11
H -1.86 1.75 9.89
H -0.91 -0.26 8.82
H -1.33 -0.71 6.43
H -3.66 2.87 6.16
H -3.25 3.31 8.56
C 5.93 -3.54 8.80
C 6.48 -4.08 9.96
C 5.96 -3.74 11.20
C 4.89 -2.87 11.25
C 4.33 -2.32 10.11
C 4.86 -2.66 8.88
N 4.32 -2.52 12.56
O 4.84 -3.00 13.55
O 3.36 -1.77 12.58
H 6.34 -3.81 7.84
H 7.31 -4.76 9.90
H 6.37 -4.15 12.11
H 3.50 -1.64 10.19
H 4.43 -2.24 7.98
C 3.68 4.47 -5.99
C 5.06 4.47 -6.12
C 5.78 3.30 -5.92
C 5.09 2.15 -5.58
C 3.72 2.14 -5.43
C 3.00 3.30 -5.64
N 5.84 0.90 -5.37
O 7.04 0.93 -5.51
O 5.20 -0.09 -5.08
H 3.12 5.38 -6.16
H 5.58 5.38 -6.40
H 6.85 3.28 -6.02
H 3.21 1.22 -5.16
H 1.93 3.30 -5.53
C -8.92 -2.45 -4.12
C -7.68 -2.63 -4.73
C -6.61 -1.85 -4.34
C -6.80 -0.91 -3.35
C -8.03 -0.71 -2.73
C -9.09 -1.49 -3.13
N -5.67 -0.09 -2.93
O -4.60 -0.24 -3.48
O -5.84 0.73 -2.03
H -9.76 -3.07 -4.42
H -7.56 -3.38 -5.50
H -5.64 -1.98 -4.81
H -8.15 0.04 -1.96
H -10.06 -1.36 -2.66
C 5.51 -1.50 -7.95
C 4.45 -2.21 -7.39
C 3.79 -3.16 -8.14
C 4.19 -3.38 -9.44
C 5.23 -2.69 -10.02
C 5.89 -1.74 -9.26
N 3.48 -4.40 -10.24
O 2.55 -4.98 -9.71
O 3.86 -4.60 -11.37
H 6.04 -0.76 -7.36
H 4.16 -2.02 -6.37
H 2.97 -3.72 -7.72
H 5.52 -2.89 -11.04
H 6.72 -1.18 -9.70
```

(4)
Molecular formula: C37H55N3O13
Method: DFT, the ωB97M-V functional and the def2-TZVPD basis

* SMILES: c1cc[nH]c1.c1cc[nH]c1.c1cc[nH]c1.O=C1CCCO1.O=C1CCCO1.O=C1CCCO1.O=C1CCCO1.O=C1CCCO1.O=C1CCCO1.CO
* total charge: 0
* maximum force: 2.041 eV Å⁻¹
* calculated total energy: -70349.134 eV

```
108
C37H55N3O13 (the ωB97M-V functional and the def2-TZVPD basis)
C 6.13 -1.42 1.11
C 5.15 -0.45 0.84
C 4.38 -0.33 1.99
N 4.94 -1.15 2.94
C 6.03 -1.79 2.42
H 6.87 -1.72 0.38
H 4.91 0.13 -0.03
H 3.42 0.12 2.17
H 4.50 -1.28 3.83
H 6.58 -2.46 3.06
C -0.14 0.43 -0.97
C 0.72 1.50 -0.67
C 1.05 1.42 0.65
N 0.48 0.25 1.15
C -0.28 -0.32 0.17
H -0.56 0.09 -1.90
H 1.03 2.31 -1.31
H 1.64 2.01 1.34
H 0.44 0.01 2.13
H -0.85 -1.21 0.41
C -0.80 2.09 -4.61
C -1.28 1.10 -5.51
C -0.25 0.22 -5.72
N 0.84 0.64 -5.03
C 0.51 1.77 -4.31
H -1.37 2.88 -4.17
H -2.27 1.00 -5.92
H -0.12 -0.70 -6.27
H 1.71 0.11 -4.94
H 1.28 2.24 -3.72
O 0.38 -0.76 3.78
C -0.17 -1.65 4.35
C 0.35 -3.05 4.64
C -0.34 -3.32 5.96
C -1.72 -2.65 5.71
O -1.35 -1.48 4.98
H 0.06 -3.77 3.88
H 1.43 -3.03 4.75
H -0.44 -4.37 6.23
H 0.16 -2.78 6.77
H -2.39 -3.33 5.20
H -2.12 -2.33 6.66
O 3.10 -0.50 -3.75
C 2.73 -1.22 -2.84
C 1.55 -2.15 -2.83
C 1.83 -3.03 -1.63
C 2.71 -2.13 -0.77
O 3.27 -1.15 -1.63
H 0.64 -1.54 -2.76
H 1.46 -2.64 -3.80
H 0.95 -3.33 -1.06
H 2.38 -3.93 -1.91
H 2.10 -1.63 -0.01
H 3.48 -2.66 -0.21
O -1.65 -3.19 1.78
C -2.79 -3.25 1.38
C -3.90 -4.17 1.83
C -5.02 -3.85 0.86
C -4.69 -2.44 0.43
O -3.26 -2.31 0.55
H -3.56 -5.21 1.77
H -4.16 -3.96 2.87
H -5.12 -4.53 0.02
H -6.02 -3.86 1.30
H -4.99 -2.33 -0.62
H -5.17 -1.65 1.01
O 2.47 5.80 2.50
C 3.22 5.29 1.72
C 4.03 5.97 0.64
C 4.29 4.80 -0.33
C 4.20 3.55 0.56
O 3.45 3.97 1.71
H 3.42 6.78 0.25
H 4.87 6.46 1.14
H 3.51 4.87 -1.09
H 5.24 4.89 -0.86
H 3.58 2.80 0.09
H 5.21 3.22 0.79
O -4.38 5.52 0.50
C -3.96 4.51 0.03
C -3.60 4.28 -1.43
C -2.64 3.12 -1.30
C -3.23 2.34 -0.13
O -3.81 3.35 0.71
H -4.52 4.10 -2.00
H -3.17 5.18 -1.87
H -2.51 2.50 -2.19
H -1.61 3.42 -1.08
H -3.96 1.63 -0.50
H -2.44 1.82 0.42
O -1.03 -3.45 -3.55
C -2.03 -2.83 -3.82
C -2.69 -1.73 -3.00
C -4.08 -1.73 -3.62
C -3.85 -2.18 -5.05
O -2.64 -2.95 -5.01
H -2.69 -1.94 -1.94
H -2.14 -0.81 -3.22
H -4.72 -2.43 -3.08
H -4.59 -0.77 -3.65
H -4.71 -2.75 -5.41
H -3.65 -1.35 -5.73
C 1.39 2.76 4.12
O 1.00 2.74 5.49
H 1.21 3.74 3.68
H 2.43 2.50 3.91
H 0.68 2.08 3.63
H 0.05 2.64 5.53
```

(5)
Molecular formula: C19H19N3O4S
Method: DFT, the ωB97M-V functional and the def2-TZVPD basis

* total charge: 0
* energy above the lowest of the compared OMol25 structures with the same formula, charge and spin: 497.4 kcal per mole
* maximum force: 19.344 eV Å⁻¹
* calculated total energy: -43486.836 eV

```
46
C19H19N3O4S (the ωB97M-V functional and the def2-TZVPD basis)
C 5.17 -4.13 0.34
H 5.27 -4.39 -0.81
H 6.01 -4.66 0.74
H 4.18 -4.36 0.65
O 5.54 -2.97 0.32
C 4.72 -1.88 -0.01
C 3.53 -2.10 -0.65
C 2.92 -0.85 -1.44
C 3.35 0.44 -1.18
C 4.59 0.54 -0.34
C 5.18 -0.30 0.19
H 6.03 -0.28 0.65
H 4.95 1.40 -0.25
C 2.66 1.69 -1.60
C 1.17 1.48 -1.36
O 0.22 1.18 -1.88
N 0.95 1.54 0.13
C -0.42 1.54 0.68
N -0.39 1.93 1.78
C 0.79 2.19 2.49
H 0.74 3.13 2.73
H 0.95 1.52 3.31
C 1.79 2.18 1.23
H 2.50 1.35 1.48
H 2.28 3.20 0.73
S -1.59 1.18 -0.47
C -3.00 1.00 0.82
C -4.23 0.84 0.19
C -4.78 -0.65 0.56
C -5.84 -1.11 -0.07
C -6.61 -0.14 -1.03
C -6.22 1.01 -1.35
C -4.99 1.54 -0.61
H -4.70 2.38 -0.84
H -6.78 1.62 -1.87
H -7.49 -0.44 -1.39
N -6.29 -2.41 -0.05
O -7.34 -2.77 -0.16
O -5.67 -3.05 0.88
H -4.26 -1.15 1.19
H -3.01 2.14 1.32
H -2.81 0.63 1.89
H 2.58 1.55 -2.70
H 3.02 2.39 -1.25
H 1.95 -0.96 -1.98
H 3.39 -3.02 -1.04
```

(6)
Molecular formula: C2H7O
Method: DFT, the ωB97M-V functional and the def2-TZVPD basis

* total charge: -1
* energy above the lowest of the compared OMol25 structures with the same formula, charge and spin: 1.7 kcal per mole
* maximum force: 0.448 eV Å⁻¹
* calculated total energy: -4234.227 eV

```
10
C2H7O (the ωB97M-V functional and the def2-TZVPD basis)
O -2.41 1.00 0.44
H -2.69 1.28 -0.44
C 0.99 0.36 0.22
C 0.31 -0.95 -0.22
H 2.02 0.41 -0.14
H 0.42 1.20 -0.17
H 1.00 0.48 1.30
H 0.74 -1.28 -1.17
H -0.76 -0.74 -0.33
H 0.40 -1.75 0.52
```

(7)
Molecular formula: C6H12O2
Method: DFT, the ωB97M-V functional and the def2-TZVPD basis

* SMILES: C=C(C)OC.CC=O
* total charge: 0
* energy above the lowest of the compared OMol25 structures with the same formula, charge and spin: 63.2 kcal per mole
* maximum force: 3.857 eV Å⁻¹
* calculated total energy: -10509.564 eV

```
20
C6H12O2 (the ωB97M-V functional and the def2-TZVPD basis)
C -1.24 0.65 -0.95
C -0.98 -0.12 0.11
C -1.77 -0.07 1.38
O -0.28 -1.36 -0.03
C -0.12 -2.12 -1.19
H -0.77 0.51 -1.91
H -1.84 1.53 -0.84
H -2.27 -1.01 1.64
H -2.53 0.70 1.30
H -1.14 0.14 2.24
H 0.16 -3.12 -0.86
H 0.72 -1.71 -1.75
H -1.03 -2.13 -1.80
C 1.89 1.80 0.35
C 1.85 0.30 0.35
O 2.50 -0.40 -0.38
H 2.51 2.14 1.18
H 0.89 2.18 0.51
H 2.27 2.18 -0.59
H 1.18 -0.08 1.21
```

(8)
Molecular formula: C11H13MoN2O10S2
Method: DFT, the ωB97M-V functional and the def2-TZVPD basis

* total charge: +1
* maximum force: 4.220 eV Å⁻¹
* calculated total energy: -58590.007 eV

```
39
C11H13MoN2O10S2 (the ωB97M-V functional and the def2-TZVPD basis)
Mo 11.54 8.80 6.08
N 12.83 10.64 6.62
C 14.23 10.48 6.20
C 14.70 8.97 6.25
O 15.88 8.71 6.02
N 13.64 8.07 6.34
C 13.84 6.65 6.56
C 13.36 6.14 7.86
O 13.79 6.26 8.96
O 11.09 9.15 7.70
H 12.63 10.79 7.64
H 12.32 11.38 6.18
H 14.35 10.69 5.10
H 14.95 11.10 6.78
H 13.49 6.09 5.69
H 14.96 6.57 6.64
O 10.86 11.65 4.26
S 10.32 10.32 4.15
O 9.54 10.13 2.98
O 11.53 9.28 4.17
O 9.63 9.65 5.37
C 5.15 4.90 7.32
C 6.63 5.00 7.23
C 7.33 6.09 7.78
C 8.72 6.16 7.75
C 9.43 5.19 7.08
C 8.79 4.05 6.61
C 7.38 3.99 6.68
S 11.05 5.45 6.42
O 11.65 4.37 5.65
O 11.94 5.60 7.74
O 10.89 6.79 5.80
H 4.77 5.86 7.66
H 4.84 4.08 8.01
H 4.66 4.65 6.32
H 6.81 6.87 8.33
H 9.18 7.06 8.16
H 9.28 3.15 6.30
H 6.88 3.11 6.28
```